Entry 1:
# C23H53O3P3Re

A structure of composition C23H53O3P3Re in a non-equilibrium geometry (the ωB97M-V functional and the def2-TZVPD basis, the OMol25 dataset).

The orbital gap (alpha / beta) is 4.884 / 5.364 eV. Its total charge is +4. The largest force on an atom is 8.470 eV Å⁻¹. The energy above the lowest of the compared OMol25 structures with the same formula, charge and spin comes out at 15.7 kcal per mole. The highest occupied orbital energy (alpha / beta) comes out at -19.94 / -20.93 eV. Its spin multiplicity is 4.

Each line ends with the Löwdin charge.
Atoms and positions in Å:
H1 1.326 -2.211 -3.115  0.095
C1 -3.646 -1.704 -3.022  -0.060
C2 1.130 -4.250 3.504  -0.151
H2 4.101 1.424 2.265  0.143
H3 2.170 -3.910 3.448  0.060
H4 -1.874 -3.775 2.534  0.060
H5 3.560 -0.179 1.126  0.225
H6 -0.988 -1.729 -4.766  0.082
C3 1.169 3.665 0.381  -0.089
C4 -3.039 -0.604 -2.140  -0.473
Re1 -0.573 0.157 0.198  0.998
C5 -0.342 1.452 -3.517  -0.085
O1 -2.090 2.785 -0.333  0.191
C6 -0.510 0.769 4.254  -0.082
P1 0.388 -4.197 1.866  0.576
C7 -1.573 -3.350 -1.134  -0.087
C8 -0.402 -0.064 -3.424  -0.540
H7 -1.063 3.502 2.164  0.066
H8 -0.390 -0.269 -5.536  0.116
H9 -1.066 -3.221 -0.165  0.020
H10 -3.431 -2.721 -2.694  0.070
H11 -1.814 -4.850 1.109  0.050
C9 -0.823 -2.504 -2.161  -0.477
P2 -1.173 -0.680 -1.844  0.928
C10 2.557 3.378 2.418  -0.079
O2 0.526 -2.849 1.188  -0.470
C11 -1.293 2.707 2.879  -0.081
H12 -1.340 1.902 -3.578  0.086
H13 1.164 -1.135 3.811  0.076
H14 -1.241 -2.685 -3.161  0.108
H15 1.101 -5.277 3.889  0.088
H16 2.843 -1.574 3.520  0.103
H17 0.566 -3.595 4.178  0.070
H18 0.200 1.888 -2.671  0.061
H19 -2.028 -0.278 -4.883  0.086
H20 -3.332 -1.607 -4.065  0.084
H21 1.909 4.431 0.104  0.115
H22 0.771 3.227 -0.539  0.053
H23 2.652 2.156 0.631  0.094
C12 -3.509 0.752 -2.661  -0.076
O3 -2.858 -1.018 1.903  0.188
H24 4.352 0.408 1.062  0.269
H25 -1.196 1.212 4.989  0.117
H26 -2.626 -3.067 -1.005  0.096
C13 1.156 -5.504 0.882  -0.143
H27 1.642 -1.840 -3.848  0.384
H28 0.330 0.350 4.815  0.081
H29 -1.440 -5.513 2.731  0.087
H30 -3.427 -0.737 -1.113  0.100
H31 3.313 4.052 1.988  0.120
H32 0.772 -5.462 -0.147  0.046
H33 -3.059 1.602 -2.150  0.048
H34 0.639 -0.415 -3.342  0.055
H35 2.241 -5.336 0.868  0.073
H36 0.657 2.508 3.758  0.113
C14 1.879 2.632 1.255  -0.530
H37 -1.689 3.179 3.790  0.122
H38 1.838 4.007 2.960  0.108
H39 0.203 1.689 -4.439  0.112
C15 -1.007 -0.636 -4.706  -0.071
H40 -1.510 -4.406 -1.443  0.124
H41 2.318 0.938 3.620  0.121
H42 -4.738 -1.578 -3.002  0.125
C16 -1.357 -4.631 2.082  -0.145
H43 3.070 2.757 3.156  0.070
C17 -1.970 -0.628 1.230  -0.245
H44 -3.347 0.861 -3.741  0.094
H45 -1.053 -0.045 3.751  0.067
H46 0.772 -3.905 -2.450  0.144
H47 0.941 -6.490 1.315  0.086
P3 0.846 1.152 1.752  0.948
H48 -2.096 2.086 2.453  0.075
H49 0.348 4.163 0.913  0.083
H50 1.651 -1.662 2.210  0.027
H51 1.114 -2.637 -1.202  0.097
C18 1.973 -1.076 3.080  -0.138
C19 0.647 -2.850 -2.172  0.082
C20 3.788 0.376 2.135  0.005
C21 -0.084 1.856 3.268  -0.476
H52 4.408 -0.266 2.770  0.153
H53 -4.593 0.815 -2.490  0.123
C22 -1.487 1.778 -0.155  -0.328
C23 2.306 0.341 2.701  -0.423

Forces on the atoms, in the same order (eV/Å):
H 0.69 0.34 -0.87
C 0.16 -0.28 -0.29
C -0.02 0.13 -0.16
H 0.23 -0.02 -0.66
H -0.15 -0.18 0.07
H 0.06 -0.29 0.03
H 0.02 -0.02 0.02
H -0.12 0.20 -0.10
C -0.05 0.14 -0.15
C -0.55 -0.07 0.78
Re 1.74 -0.97 0.67
C 0.13 0.30 -0.09
O 2.84 -4.68 0.82
C -0.09 -0.13 0.11
P -0.48 -1.27 0.46
C 0.86 -0.94 0.97
C 0.06 0.36 0.16
H -0.06 -0.10 0.22
H -0.18 -0.06 0.09
H -0.31 -0.22 -0.36
H -0.19 0.16 -0.12
H 0.06 -0.08 0.31
C 0.29 1.33 -1.00
P -0.84 -1.36 -4.76
C 0.04 0.20 -0.01
O -0.02 1.30 -1.05
C -0.11 0.03 -0.26
H 0.33 -0.08 -0.04
H 0.18 0.12 -0.15
H -0.01 0.06 0.36
H 0.02 0.22 -0.04
H -0.12 0.06 0.12
H 0.11 -0.18 -0.04
H -0.04 0.07 -0.10
H 0.38 -0.12 0.02
H -0.17 -0.04 0.24
H -0.36 -0.16 -0.01
H 0.08 0.08 0.01
H -0.06 0.17 -0.06
C -0.20 0.31 0.00
O 3.99 1.67 -3.16
H -0.24 0.24 0.31
H 0.17 -0.11 -0.17
H 0.41 0.02 -0.36
C 0.05 0.25 0.13
H -0.69 -0.85 1.32
H -0.21 0.08 -0.06
H -0.11 0.24 -0.16
H -0.04 0.05 -0.35
H -0.24 -0.13 0.12
H 0.04 -0.12 0.27
H -0.12 -0.01 -0.14
H -0.11 0.35 0.03
H -0.23 -0.16 -0.02
H -0.06 -0.29 -0.36
C -0.04 0.29 -0.50
H 0.08 -0.13 -0.29
H 0.23 -0.11 -0.17
H -0.15 0.22 0.27
C 0.11 -0.08 -0.29
H -0.24 0.26 0.25
H 0.42 0.14 -0.34
H 0.26 0.01 0.06
C 0.27 0.03 -0.04
H -0.11 0.13 0.02
C -6.35 -2.86 4.82
H -0.03 -0.03 0.34
H 0.10 0.14 0.24
H 0.64 0.45 -0.65
H 0.09 0.23 -0.16
P 3.11 2.79 2.68
H 0.07 0.14 0.22
H 0.34 -0.06 -0.16
H 0.22 0.11 0.28
H 0.83 0.51 -0.52
C 0.08 -0.98 -0.11
C -2.27 -1.91 1.80
C 0.01 0.23 1.20
C -0.38 -0.22 0.14
H 0.01 0.00 -0.43
H 0.29 -0.01 -0.07
C -3.18 5.83 -0.96
C -1.19 -0.70 -0.17



Entry 2:
# C23H54N3O8

A cluster of 5 separate species, C23H54N3O8 in total in a non-equilibrium geometry (the ωB97M-V functional and the def2-TZVPD basis, the OMol25 dataset).

The orbital gap is 8.067 eV. Its total charge is +1. The largest force on an atom is 2.642 eV Å⁻¹. The energy above the lowest of the compared OMol25 structures with the same formula, charge and spin comes out at 8.5 kcal per mole. The highest occupied orbital energy comes out at -10.70 eV. Its spin multiplicity is 1.

Each line ends with the Löwdin charge.
Atoms and positions in Å:
H1 -3.161 0.619 -4.729  0.089
H2 -2.982 -3.162 3.783  0.092
H3 -0.058 -0.434 2.532  0.076
H4 -1.915 -3.422 1.830  0.100
C1 -1.798 -0.754 0.529  -0.131
O1 -4.486 -3.011 6.009  -0.195
C2 -5.363 -3.972 6.585  -0.099
O2 -1.389 -0.293 -4.298  -0.209
H5 -1.131 -2.194 -5.108  0.128
H6 -1.767 -4.249 4.483  0.128
H7 -0.020 -3.009 -0.624  0.080
C3 0.511 0.211 0.482  -0.201
H8 3.104 1.448 -7.558  0.118
H9 1.437 0.278 -0.102  0.123
H10 4.829 1.416 -4.433  0.086
C4 7.001 2.033 -6.188  -0.108
C5 -2.825 -3.962 4.518  -0.219
O3 -0.284 -0.480 -7.008  -0.181
H11 -0.771 1.364 -6.153  0.084
H12 -1.232 1.122 -7.845  0.093
C6 4.961 2.469 -7.306  -0.202
H13 7.712 2.269 -6.986  0.091
C7 0.413 -0.863 -5.832  -0.199
N1 -2.656 -1.757 1.025  -0.046
H14 -2.948 -4.249 6.656  0.133
C8 0.284 -2.236 0.090  -0.058
O4 1.623 5.379 6.319  -0.189
H15 -0.214 2.317 4.889  0.086
H16 1.365 -2.093 0.145  0.088
H17 0.447 4.582 7.780  0.090
H18 1.076 -1.688 -6.108  0.132
H19 -2.628 -0.534 -5.964  0.088
H20 6.735 0.975 -6.240  0.083
O5 -3.576 -5.113 4.176  -0.178
H21 1.230 0.778 2.433  0.075
H22 -5.263 -3.957 3.742  0.080
H23 1.038 -0.042 -5.467  0.116
H24 4.912 -0.353 -4.438  0.091
H25 -5.368 -5.692 3.399  0.096
H26 -0.014 -2.575 1.091  0.064
H27 -3.281 -1.124 -4.412  0.086
H28 -0.190 4.085 5.017  0.087
H29 0.059 1.210 0.480  0.092
C9 -0.540 -1.344 -4.756  -0.202
H30 -1.993 1.376 0.454  0.143
H31 0.048 -1.678 -3.893  0.114
H32 1.600 -0.903 2.048  0.076
C10 -2.414 0.425 0.746  0.018
C11 -0.460 0.924 -7.102  -0.101
C12 -2.678 -0.345 -4.891  -0.109
C13 -3.698 -1.141 1.541  -0.045
H33 1.502 5.094 3.640  0.127
C14 4.328 0.506 -4.768  -0.116
H34 1.483 3.396 6.967  0.082
H35 -4.555 -1.604 2.020  0.171
H36 -4.257 0.878 1.705  0.185
C15 1.433 4.419 7.346  -0.109
H37 3.414 4.398 5.941  0.128
C16 -4.710 -4.825 3.373  -0.108
H38 -6.385 -3.671 6.357  0.091
H39 -0.231 3.305 3.410  0.079
H40 -4.402 -4.650 2.337  0.067
C17 0.829 -0.130 1.961  -0.084
H41 3.332 0.448 -4.310  0.074
H42 3.200 5.988 5.195  0.128
C18 0.162 3.234 4.432  -0.124
H43 4.576 3.381 -7.773  0.127
H44 2.186 4.554 8.129  0.091
O6 1.574 3.158 4.396  -0.202
C19 3.792 1.687 -6.740  -0.207
H45 -2.500 -2.617 6.145  0.127
N2 -2.478 -3.129 1.040  0.145
H46 -2.087 -3.442 0.161  0.111
C20 -0.435 -0.866 -0.147  -0.262
H47 3.242 2.280 -6.003  0.126
H48 0.473 1.391 -7.435  0.079
C21 -3.147 -3.470 5.916  -0.201
H49 7.478 2.225 -5.228  0.089
O7 5.863 2.874 -6.287  -0.190
O8 4.213 0.447 -6.178  -0.193
C22 2.691 5.052 5.444  -0.202
H50 -0.532 -0.710 -1.231  0.137
H51 5.479 1.890 -8.075  0.129
H52 3.044 4.240 3.502  0.126
H53 -5.196 -4.973 6.184  0.086
C23 2.189 4.421 4.160  -0.198
H54 -5.237 -3.989 7.671  0.093
N3 -3.616 0.160 1.401  0.144

Forces on the atoms, in the same order (eV/Å):
H 0.04 0.00 0.05
H -0.12 0.08 0.08
H 0.14 0.05 -0.16
H 0.05 0.11 -0.10
C 0.77 -0.15 -0.74
O 0.03 -0.21 -0.15
C -0.09 0.08 0.12
O -0.07 -0.18 -0.11
H -0.01 0.04 -0.08
H 0.01 0.05 0.03
H 0.34 0.18 0.00
C -0.51 -0.23 0.58
H 0.00 0.03 0.00
H -0.25 -0.10 0.06
H -0.02 0.02 -0.03
C 0.09 0.13 0.00
C 0.18 -0.49 0.18
O -0.09 0.14 0.29
H 0.03 -0.03 0.03
H 0.04 -0.09 -0.04
C -0.07 0.35 0.20
H 0.03 -0.09 0.00
C -0.08 -0.33 -0.33
N 1.20 1.29 -0.36
H 0.01 -0.06 -0.08
C -1.00 0.30 0.62
O -0.02 -0.28 -0.08
H 0.06 -0.02 -0.02
H -0.18 -0.17 -0.48
H 0.03 0.08 -0.01
H 0.04 0.01 0.05
H 0.04 -0.02 0.01
H -0.03 0.00 -0.03
O -0.10 0.28 -0.11
H -0.07 -0.31 0.06
H 0.02 0.00 0.06
H -0.04 0.01 0.05
H -0.03 -0.03 -0.07
H 0.06 -0.02 0.01
H 0.37 -0.12 -0.22
H -0.04 -0.03 -0.09
H 0.02 0.02 -0.02
H 0.07 -0.20 -0.30
C 0.21 0.30 0.28
H -0.64 0.13 0.29
H 0.03 -0.04 -0.03
H -0.26 0.10 0.04
C -0.06 -0.13 0.08
C 0.06 0.04 -0.19
C -0.07 0.07 0.14
C -2.29 -0.83 1.02
H -0.03 0.02 0.07
C -0.05 -0.15 -0.03
H 0.03 0.01 -0.03
H 0.37 -0.26 -0.15
H -0.21 -0.36 0.12
C 0.00 0.13 0.10
H -0.03 -0.06 -0.04
C 0.02 -0.11 -0.06
H 0.04 0.07 0.01
H -0.11 0.07 0.03
H -0.06 0.03 -0.02
C 0.44 0.59 -0.31
H 0.02 0.06 0.09
H 0.04 -0.03 -0.02
C 0.06 -0.11 -0.08
H -0.02 -0.03 -0.04
H 0.00 -0.09 0.02
O -0.17 0.09 0.04
C 0.06 -0.35 -0.33
H 0.05 -0.04 0.02
N -0.57 -0.41 0.06
H -0.02 0.08 0.08
C 0.95 -0.54 0.31
H 0.08 0.04 0.03
H -0.03 0.10 0.05
C -0.10 0.45 -0.06
H -0.03 0.07 -0.02
O -0.04 -0.26 0.01
O -0.01 0.26 0.20
C -0.19 0.33 -0.02
H -0.18 0.15 0.30
H -0.04 -0.07 0.03
H -0.01 0.03 0.00
H 0.05 0.01 -0.01
C 0.31 -0.24 0.02
H -0.01 -0.07 0.00
N 1.56 0.85 -0.83



Entry 3:
# C23H56N8O11P2

A cluster of 8 separate species, C23H56N8O11P2 in total (the ωB97M-V functional and the def2-TZVPD basis, the OMol25 dataset).

The orbital gap is 9.157 eV. The largest force on an atom is 0.835 eV Å⁻¹. The energy above the lowest of the compared OMol25 structures with the same formula, charge and spin comes out at 0.0 kcal per mole. The highest occupied orbital energy comes out at -8.50 eV. Its spin multiplicity is 1. As for the SMILES: CP(O)OC(=O)N[PH2]=O.CN(C)C=O.CN(C)C=O.CN(C)C=O.CN(C)C=O.CN(C)C=O.CN(C)C=O.CN(C)C=O.

Each line ends with the Löwdin charge.
Atoms and positions in Å:
C1 -5.997 -1.005 1.583  -0.060
H1 -4.574 3.292 -0.010  0.055
H2 8.101 -2.816 0.476  0.082
C2 1.222 -6.913 1.043  -0.055
H3 3.444 -4.676 -5.568  0.090
H4 1.381 -2.076 -5.498  0.136
N1 2.518 -7.550 1.186  -0.193
H5 6.412 -2.382 -0.849  0.137
N2 1.382 -1.134 0.706  -0.053
H6 3.738 -0.752 0.118  0.007
O1 -2.496 -1.817 0.311  -0.278
H7 1.292 4.726 -1.006  0.088
C3 3.515 -7.344 0.308  -0.373
H8 -1.570 -2.324 -2.501  0.033
H9 -5.862 1.045 0.053  0.138
H10 2.355 -4.904 -6.950  0.088
N3 0.409 9.026 2.386  -0.200
C4 2.759 -8.435 2.313  -0.043
H11 1.460 -6.161 -4.894  0.085
H12 0.435 -7.664 0.945  0.088
H13 -6.483 -0.213 3.938  0.085
C5 -6.443 0.705 3.357  -0.038
H14 -0.659 2.070 -1.138  0.139
C6 7.565 -3.391 1.228  -0.055
H15 -3.628 6.654 -2.195  0.130
O2 -0.176 -2.363 -0.491  -0.230
H16 3.022 -9.433 1.964  0.091
O3 -0.072 -2.752 -4.245  0.005
H17 1.860 -8.488 2.922  0.084
C7 0.886 -2.913 -4.978  -0.336
H18 7.664 -2.888 2.192  0.089
N4 -6.168 0.379 1.967  -0.191
H19 -1.123 4.307 1.802  0.093
C8 -0.649 2.422 -0.095  -0.385
O4 -6.203 2.563 1.366  0.001
N5 1.453 -4.107 -5.231  -0.196
O5 1.080 -3.394 1.068  0.096
N6 6.170 -3.501 0.854  -0.188
H20 0.935 -5.182 -3.506  0.087
C9 -3.942 3.577 -0.847  -0.018
H21 -1.642 -4.069 -2.381  0.031
H22 -0.362 5.352 -1.212  0.078
C10 0.759 -2.394 0.501  -0.671
N7 -0.191 3.674 0.033  -0.181
C11 -3.418 5.575 -2.092  -0.362
H23 -5.662 1.353 3.755  0.095
H24 -0.073 8.435 0.483  0.135
C12 -0.277 8.225 1.547  -0.353
O6 2.214 0.624 -1.100  -0.419
C13 0.226 8.844 3.816  -0.040
H25 1.004 -6.285 1.907  0.088
H26 -4.729 5.696 0.777  0.093
H27 -0.819 8.994 4.087  0.093
H28 0.508 7.833 4.110  0.093
H29 -5.053 6.786 -0.582  0.079
C14 2.596 -4.251 -6.109  -0.059
H30 -6.046 5.334 -0.349  0.089
H31 -3.142 -3.088 -2.134  0.043
H32 -5.792 -1.066 0.516  0.084
C15 5.672 -2.953 -0.264  -0.353
H33 0.845 9.562 4.348  0.085
H34 0.124 3.859 -2.019  0.087
H35 -2.902 3.364 -0.614  0.068
H36 2.327 9.869 2.272  0.089
H37 -3.164 -2.138 0.932  0.018
H38 2.454 -1.729 -1.458  0.029
H39 -5.160 -1.449 2.127  0.081
C16 -6.076 1.386 1.080  -0.345
N8 -4.117 4.998 -1.102  -0.181
C17 -5.038 5.744 -0.268  -0.051
C18 0.241 4.448 -1.113  -0.050
H40 3.235 -6.655 -0.507  0.134
H41 0.686 -0.386 0.771  0.095
H42 -7.394 1.232 3.443  0.092
O7 4.509 -3.082 -0.611  -0.046
C19 -2.064 -3.144 -1.970  -0.253
O8 4.625 -7.839 0.390  0.000
H43 -0.153 -5.412 -4.877  0.092
C20 5.244 -4.228 1.708  -0.022
C21 1.314 10.050 1.908  -0.061
H44 0.992 11.037 2.249  0.089
H45 -6.898 -1.581 1.802  0.090
H46 0.251 5.285 1.271  0.062
C22 -0.130 4.274 1.355  -0.037
H47 3.585 -8.063 2.919  0.090
H48 1.220 -6.284 0.155  0.076
H49 -4.211 2.998 -1.733  0.100
H50 5.776 -4.628 2.567  0.090
H51 2.883 -3.276 -6.495  0.082
H52 8.018 -4.381 1.302  0.092
P1 -1.644 -3.118 -0.214  0.852
H53 4.788 -5.048 1.155  0.073
C23 0.892 -5.284 -4.591  -0.040
H54 0.518 3.685 2.007  0.091
H55 4.450 -3.561 2.046  0.096
O9 -2.623 4.996 -2.813  -0.005
P2 2.497 -0.700 -0.513  0.668
O10 -1.044 7.352 1.905  0.006
O11 -1.024 1.716 0.833  -0.018
H56 1.329 10.046 0.820  0.082

Forces on the atoms, in the same order (eV/Å):
C -0.01 0.10 0.08
H 0.03 0.04 -0.05
H 0.00 0.01 -0.02
C 0.05 -0.09 0.10
H 0.03 0.01 -0.03
H -0.01 -0.01 -0.01
N -0.10 -0.01 0.01
H -0.01 -0.02 0.00
N -0.12 -0.26 -0.39
H 0.06 -0.23 0.02
O -0.30 0.01 -0.02
H 0.01 -0.02 -0.03
C 0.04 0.13 -0.08
H -0.19 -0.07 0.14
H 0.01 0.00 0.01
H 0.03 0.01 -0.03
N 0.07 0.08 0.02
C 0.06 0.04 -0.08
H 0.02 0.00 -0.01
H -0.02 0.01 -0.02
H 0.00 -0.02 -0.01
C 0.03 0.06 -0.07
H 0.03 0.00 0.01
C -0.14 -0.02 0.05
H -0.01 -0.01 0.00
O -0.08 0.34 0.67
H 0.00 -0.02 0.03
O 0.08 -0.06 -0.11
H -0.02 0.01 0.00
C -0.01 0.13 0.07
H 0.04 0.01 0.00
N -0.05 -0.13 0.03
H 0.00 0.05 0.03
C 0.08 -0.29 -0.10
O -0.09 -0.05 0.04
N 0.07 -0.08 -0.07
O 0.01 -0.06 0.05
N 0.06 0.05 0.08
H 0.00 -0.03 0.01
C 0.02 0.06 -0.09
H -0.27 0.11 -0.07
H 0.00 -0.01 -0.05
C 0.28 -0.03 -0.05
N -0.01 0.12 -0.02
C 0.08 0.05 -0.02
H 0.00 0.00 0.02
H 0.00 0.01 0.01
C -0.06 -0.04 -0.07
O 0.00 0.19 0.07
C -0.04 -0.04 -0.07
H -0.02 0.05 -0.06
H -0.02 0.02 0.01
H 0.00 0.00 0.03
H 0.00 0.00 0.03
H 0.01 0.01 -0.01
C -0.08 -0.07 0.10
H -0.01 0.01 0.03
H 0.05 -0.21 0.10
H 0.00 0.02 -0.02
C -0.01 -0.23 -0.03
H 0.01 0.01 -0.01
H -0.03 0.00 -0.01
H 0.02 -0.02 0.04
H 0.02 0.02 -0.03
H 0.23 0.23 0.08
H 0.08 -0.36 0.26
H 0.00 -0.03 0.01
C 0.07 0.09 -0.05
N -0.10 -0.01 0.05
C 0.05 -0.08 -0.02
C 0.03 0.04 0.13
H -0.01 -0.02 0.00
H -0.01 0.01 -0.17
H 0.00 0.00 0.02
O 0.02 0.16 -0.14
C 0.33 0.11 -0.29
O -0.01 -0.04 0.05
H -0.01 -0.02 0.01
C -0.05 -0.01 -0.01
C -0.06 -0.06 0.12
H 0.02 0.02 -0.03
H 0.02 -0.04 -0.02
H -0.03 0.04 -0.01
C 0.00 -0.23 -0.02
H 0.00 -0.02 0.02
H 0.01 0.05 0.03
H -0.01 -0.01 0.01
H 0.06 0.02 -0.01
H 0.00 0.02 0.00
H 0.03 0.01 -0.01
P -0.14 -0.44 -0.25
H 0.01 -0.02 0.03
C -0.02 0.10 0.02
H -0.01 0.00 0.01
H -0.03 -0.05 0.02
O -0.01 0.00 0.03
P -0.20 0.81 -0.08
O 0.01 0.07 0.00
O 0.13 0.01 0.05
H 0.00 -0.01 -0.01